Record 1
{
  "formula": "C26H42BrN3OP2Pb",
  "method": "ωB97M-V with the def2-TZVPD basis set",
  "species": ["C", "C", "C", "C", "N", "C", "C", "C", "C", "C", "C", "C", "C", "C", "Pb", "P", "H", "H", "H", "H", "H", "H", "H", "H", "C", "C", "H", "H", "H", "H", "H", "C", "C", "H", "H", "H", "H", "H", "C", "C", "H", "H", "H", "H", "H", "Br", "P", "C", "C", "H", "H", "H", "H", "H", "C", "C", "H", "H", "H", "H", "H", "C", "C", "H", "H", "H", "H", "H", "N", "C", "N", "O", "H", "H", "H", "H"],
  "coordinates": [[1.919763, 3.920635, -0.886892], [0.875795, 3.359820, -1.657691], [1.086713, 3.159488, -3.039140], [2.294119, 3.594579, -3.593689], [3.264822, 4.121272, -2.850310], [3.086601, 4.319876, -1.545730], [-0.369661, 2.982420, -1.054921], [-1.273964, 2.421663, -0.415885], [-2.586531, 2.375009, 0.175658], [-3.112816, 1.246962, 0.817315], [-4.412832, 1.234391, 1.293040], [-5.198286, 2.366423, 1.147253], [-4.701323, 3.532798, 0.549387], [-3.393964, 3.529438, 0.074142], [-0.374635, -0.314999, 0.630060], [2.281301, -0.545525, -0.580904], [0.331552, 2.678871, -3.656520], [1.823437, 4.031750, 0.190781], [2.464767, 3.496165, -4.668145], [3.891890, 4.802909, -0.987582], [-2.970347, 4.414854, -0.399242], [-2.580048, 0.300728, 0.988477], [-5.328000, 4.412975, 0.455587], [-4.790853, 0.331377, 1.758324], [2.919914, -2.251816, -0.285852], [4.051357, -2.806604, -1.150487], [2.036918, -2.906589, -0.381609], [3.208808, -2.278484, 0.776022], [4.222515, -3.848587, -0.847226], [3.804133, -2.816739, -2.219319], [5.002153, -2.275975, -1.007838], [2.524710, -0.262063, -2.389603], [3.900834, 0.177299, -2.891260], [1.779045, 0.501757, -2.666490], [2.213095, -1.190301, -2.894085], [3.859242, 0.256390, -3.986902], [4.185537, 1.168802, -2.513363], [4.699696, -0.539255, -2.655279], [3.492624, 0.566840, 0.240365], [4.946290, 0.108810, 0.366577], [3.077780, 0.745275, 1.247594], [3.435069, 1.533698, -0.281821], [5.495648, 0.870268, 0.935850], [5.039639, -0.837918, 0.912634], [5.451941, 0.013199, -0.603253], [-6.989584, 2.248902, 1.788061], [-1.660031, -1.676761, -1.661361], [-0.639144, -2.607304, -2.858632], [-1.266354, -3.884048, -3.414232], [0.308530, -2.840003, -2.336353], [-0.374437, -1.912527, -3.672119], [-0.524721, -4.385681, -4.048223], [-1.549632, -4.581262, -2.615169], [-2.142918, -3.679651, -4.045301], [-2.746765, -2.859435, -0.777295], [-4.085188, -3.195111, -1.426478], [-2.915100, -2.428157, 0.226896], [-2.153994, -3.773070, -0.612829], [-4.639944, -3.853439, -0.746861], [-4.699031, -2.301771, -1.594098], [-3.966970, -3.739002, -2.372879], [-2.735893, -0.522782, -2.593676], [-3.174532, -0.992903, -3.980636], [-2.171781, 0.425104, -2.664159], [-3.608420, -0.300768, -1.958399], [-3.758557, -0.189846, -4.447870], [-2.316708, -1.203096, -4.632012], [-3.824030, -1.878842, -3.939943], [0.026020, -1.105170, 4.864187], [-0.007259, 0.046689, 4.161865], [0.003323, 1.217902, 4.830742], [-0.042961, 0.033575, 2.896496], [0.048863, -1.114536, 5.876485], [0.016657, -1.965704, 4.337761], [-0.019804, 2.062951, 4.283016], [0.032416, 1.254459, 5.842487]],
  "forces_ev_per_a": [[-0.27, -0.01, -0.43], [0.59, 0.14, -0.42], [0.12, 0.35, 0.38], [-0.35, -0.37, 0.52], [0.24, 0.49, -0.29], [-0.54, -0.52, 0.10], [-0.58, -1.98, 1.36], [1.18, 1.29, -1.00], [-0.49, -0.11, 0.25], [-0.28, -0.09, -0.01], [0.19, 0.11, -0.10], [-0.49, 0.12, 0.10], [0.14, -0.52, 0.17], [-0.01, -0.24, 0.01], [0.73, 0.25, -1.50], [1.01, -0.13, -0.49], [0.03, 0.25, 0.11], [-0.10, 0.14, -0.24], [0.12, 0.01, 0.34], [-0.13, -0.21, -0.25], [-0.19, -0.21, 0.11], [-0.33, 0.71, -0.26], [0.09, -0.11, 0.02], [-0.13, 0.20, 0.01], [-0.51, -0.09, 0.34], [0.28, -0.19, -0.04], [0.26, 0.05, 0.06], [-0.12, -0.06, -0.19], [-0.02, 0.24, -0.13], [0.04, 0.06, 0.26], [-0.37, -0.09, -0.08], [-0.67, 0.07, -0.13], [0.28, 0.04, -0.15], [0.20, -0.20, -0.01], [0.02, 0.21, 0.16], [0.01, 0.01, 0.28], [-0.07, -0.29, -0.03], [-0.31, 0.23, -0.02], [-0.37, 0.30, 0.40], [0.30, 0.09, -0.02], [0.19, 0.02, -0.23], [-0.04, -0.20, 0.10], [-0.10, -0.22, -0.10], [-0.03, 0.22, -0.15], [-0.23, -0.01, 0.30], [0.46, 0.26, -0.22], [0.19, 0.34, 0.38], [0.27, -0.06, -0.01], [0.09, -0.21, -0.35], [-0.37, 0.02, -0.23], [-0.06, -0.14, 0.25], [-0.21, 0.00, 0.14], [0.05, 0.17, -0.26], [0.24, -0.04, 0.29], [0.10, -0.08, 0.16], [-0.28, -0.33, 0.07], [-0.02, -0.14, -0.30], [-0.13, 0.22, 0.00], [0.01, 0.15, -0.19], [0.16, -0.22, -0.01], [0.00, 0.24, 0.24], [0.05, 0.23, 0.04], [-0.30, 0.12, -0.20], [-0.21, -0.31, -0.05], [0.25, -0.07, -0.11], [0.15, -0.21, 0.01], [-0.25, 0.02, 0.15], [0.29, 0.25, 0.02], [-0.03, 0.47, -0.19], [0.06, 0.12, 0.22], [0.00, -0.63, -0.11], [0.24, -0.02, 1.38], [-0.01, -0.16, -0.36], [0.01, 0.11, 0.33], [-0.01, -0.03, 0.22], [-0.02, 0.15, -0.37]],
  "charge": 2,
  "multiplicity": 1
}

***

Record 2
{
  "formula": "C5H12N2",
  "method": "ωB97M-V with the def2-TZVPD basis set",
  "species": ["C", "C", "C", "N", "C", "N", "C", "H", "H", "H", "H", "H", "H", "H", "H", "H", "H", "H", "H"],
  "coordinates": [[1.326792, 0.588318, -1.813518], [1.080159, -0.414276, -0.685883], [-0.457040, -0.682014, -0.528770], [-1.059449, -1.565009, -1.416168], [-1.141613, 0.052826, 0.351892], [-0.448630, 1.020205, 1.133711], [-0.263536, 0.639755, 2.524381], [0.849741, 0.248786, -2.732362], [0.905844, 1.556408, -1.550024], [2.396768, 0.707865, -1.983081], [1.557054, -1.368991, -0.910345], [1.518484, -0.036749, 0.236651], [-0.500828, -2.371298, -1.661756], [-2.018780, -1.800258, -1.199527], [-2.213306, -0.082585, 0.496920], [-0.938392, 1.909766, 1.088183], [0.305892, 1.416419, 3.029486], [0.312869, -0.286293, 2.553858], [-1.212026, 0.467123, 3.066352]],
  "forces_ev_per_a": [[0.00, -0.21, 0.09], [-1.36, -0.51, -0.35], [1.28, 0.84, 0.39], [0.29, -0.23, -0.18], [0.16, -0.18, -0.08], [-0.36, 0.51, 0.08], [-0.22, -0.14, 0.07], [0.07, 0.04, -0.08], [-0.01, 0.05, 0.04], [0.01, 0.04, -0.10], [0.12, -0.10, -0.11], [-0.32, -0.11, 0.00], [-0.15, 0.08, 0.06], [0.16, -0.01, -0.02], [-0.06, -0.04, 0.00], [0.16, -0.12, 0.02], [0.01, 0.04, 0.15], [0.00, 0.02, 0.06], [0.22, 0.02, -0.05]],
  "smiles": "CC/C(N)=C\\NC",
  "de_lowest_kj_mol": 100.0,
  "multiplicity": 1
}

***

Record 3
{
  "formula": "C21H70N14O14",
  "method": "ωB97M-V with the def2-TZVPD basis set",
  "species": ["C", "C", "O", "H", "H", "H", "H", "H", "H", "C", "C", "O", "H", "H", "H", "H", "H", "H", "C", "C", "O", "H", "H", "H", "H", "H", "H", "C", "C", "O", "H", "H", "H", "H", "H", "H", "C", "C", "O", "H", "H", "H", "H", "H", "H", "C", "C", "O", "H", "H", "H", "H", "H", "H", "C", "C", "O", "H", "H", "H", "H", "H", "H", "C", "O", "N", "N", "H", "H", "H", "H", "C", "O", "N", "N", "H", "H", "H", "H", "C", "O", "N", "N", "H", "H", "H", "H", "C", "O", "N", "N", "H", "H", "H", "H", "C", "O", "N", "N", "H", "H", "H", "H", "C", "O", "N", "N", "H", "H", "H", "H", "C", "O", "N", "N", "H", "H", "H", "H"],
  "coordinates": [[-9.254501, -6.982708, 17.503544], [-9.221461, -6.468850, 18.915751], [-7.993448, -5.855275, 19.181343], [-8.560677, -7.804665, 17.245339], [-9.042630, -6.200956, 16.801878], [-10.219250, -7.360804, 17.329987], [-9.314597, -7.333428, 19.554117], [-10.076554, -5.827037, 19.147800], [-7.245989, -6.420867, 19.032770], [-4.825470, 1.439130, 20.150203], [-4.699670, 2.364756, 18.911991], [-3.384979, 2.839259, 18.839785], [-4.693609, 2.060463, 21.012783], [-4.193120, 0.530527, 20.141139], [-5.915609, 1.113816, 20.152715], [-5.324272, 3.228345, 19.051330], [-4.870322, 1.771461, 17.987056], [-3.485351, 3.743486, 18.448182], [-2.486667, -0.719475, 17.450323], [-1.846073, -0.878477, 16.146163], [-2.058303, -2.185070, 15.711756], [-3.615458, -0.652952, 17.311763], [-2.166541, 0.210982, 17.981399], [-2.312563, -1.557036, 18.171249], [-0.781667, -0.697125, 16.284039], [-2.402064, -0.126577, 15.540241], [-1.754790, -2.119393, 14.748033], [-4.284247, -0.777153, 23.133899], [-5.199989, -1.869433, 23.728782], [-6.410477, -1.350196, 24.084164], [-4.610751, -0.317654, 22.229122], [-3.333609, -1.271603, 22.939654], [-4.183366, 0.093311, 23.807091], [-4.656550, -2.238067, 24.594804], [-5.306800, -2.623613, 22.970196], [-7.086983, -1.890290, 23.648189], [-6.820600, -2.988390, 20.517115], [-5.713273, -2.043879, 20.112596], [-5.471914, -1.991747, 18.702756], [-6.959972, -3.189432, 21.594710], [-6.560682, -3.968140, 20.139442], [-7.756692, -2.712931, 19.976920], [-4.808846, -2.362323, 20.576793], [-5.847807, -1.060290, 20.429630], [-4.872109, -2.610267, 18.319539], [-10.898580, -3.507395, 18.230867], [-10.929269, -2.231616, 17.412791], [-11.272419, -2.596686, 16.093184], [-10.511477, -4.377566, 17.662138], [-11.860169, -3.831228, 18.520122], [-10.355603, -3.358840, 19.146579], [-9.988875, -1.693974, 17.425094], [-11.698799, -1.616601, 17.925805], [-10.809316, -2.042343, 15.478240], [-5.519273, -5.159777, 25.049800], [-6.844220, -4.979667, 24.278795], [-6.665640, -5.628881, 23.093756], [-5.535462, -4.591722, 26.003203], [-4.703313, -4.833778, 24.441274], [-5.373342, -6.261259, 25.195990], [-7.261298, -4.043176, 24.113330], [-7.559286, -5.535859, 24.877029], [-7.531253, -5.946017, 22.896072], [-1.215558, -2.931149, 21.445245], [-2.193900, -2.298153, 20.719441], [-0.351997, -2.372618, 22.241093], [-1.075742, -4.238057, 21.433480], [-0.397020, -1.287925, 22.321586], [0.240397, -2.879491, 22.934910], [-1.734308, -4.810662, 20.898388], [-0.167450, -4.722395, 21.441932], [-7.600231, -3.485283, 16.343756], [-8.178634, -4.472205, 15.598339], [-7.571166, -3.526745, 17.636014], [-6.784755, -2.582625, 15.815058], [-8.143155, -4.241448, 18.180456], [-6.996327, -2.896625, 18.193725], [-6.832033, -2.652104, 14.783949], [-6.782963, -1.601017, 16.093462], [-9.820150, -1.836483, 21.591855], [-8.891978, -1.578247, 22.543026], [-10.844555, -2.610004, 21.802397], [-9.849207, -1.328353, 20.423432], [-10.882749, -3.134584, 22.679449], [-11.625096, -2.500042, 21.137159], [-9.110472, -0.659217, 20.099729], [-10.341938, -1.672918, 19.625743], [-4.294534, -4.738197, 16.999573], [-3.144815, -5.521874, 17.033077], [-5.416663, -5.157789, 17.499439], [-4.278510, -3.513492, 16.602712], [-5.615649, -6.106272, 17.684269], [-6.236600, -4.547143, 17.420392], [-3.368892, -3.051700, 16.317385], [-5.192840, -3.094952, 16.315205], [-9.785780, -5.522424, 22.564306], [-10.361107, -4.821445, 23.571486], [-9.353624, -6.748299, 22.663210], [-9.443305, -4.976351, 21.424937], [-9.521260, -7.159872, 23.572202], [-8.800455, -7.213820, 21.911086], [-9.750779, -3.987205, 21.225629], [-8.770239, -5.396275, 20.714951], [-7.387062, 0.385729, 17.611511], [-8.121120, -0.140844, 18.657201], [-7.826276, 1.384059, 16.893511], [-6.378057, -0.143899, 17.014921], [-8.541246, 1.897757, 17.472243], [-7.297972, 1.931623, 16.193244], [-5.979763, -0.862849, 17.593003], [-5.772125, 0.391901, 16.349372], [-4.313321, -5.257752, 20.822874], [-5.241527, -6.136768, 20.511704], [-3.505950, -4.689006, 20.018729], [-4.205086, -4.838242, 22.048487], [-3.735871, -4.783417, 19.007585], [-3.144511, -3.776390, 20.210591], [-4.994670, -5.052512, 22.733596], [-3.377793, -4.390652, 22.437927]],
  "forces_ev_per_a": [[0.68, -0.16, -0.27], [-0.06, -1.96, -0.98], [-0.40, 1.78, 0.71], [-0.04, 0.32, 0.66], [-0.01, 0.60, -0.49], [-1.45, -0.53, -0.50], [-0.28, -0.43, 0.64], [0.58, 0.19, -0.15], [0.67, -0.60, 0.22], [-1.94, -0.13, -1.44], [0.58, -1.99, 0.69], [0.81, 2.02, -0.74], [0.37, 0.03, 0.68], [-0.11, 0.73, -0.11], [1.20, 0.13, 0.19], [-0.97, 0.05, -0.24], [-0.53, 0.51, 0.39], [0.73, -1.21, 0.52], [-1.96, 0.30, 2.76], [-0.17, 1.26, 0.58], [1.04, 0.06, -3.39], [1.26, -0.08, 0.35], [-0.27, -0.60, -0.54], [0.05, 0.53, -0.62], [0.19, 0.33, -0.61], [1.08, -0.37, -0.46], [-0.74, -1.02, 1.88], [0.17, -0.13, 1.03], [1.80, 1.38, -0.81], [-1.70, 0.00, 0.35], [-0.58, -0.15, -0.87], [0.34, 0.35, -0.03], [0.20, -0.62, 0.16], [0.02, -0.53, 0.27], [0.09, -0.73, -0.18], [-0.43, 0.68, 0.15], [-0.60, -0.49, -0.86], [0.54, -1.39, 0.47], [-1.45, 1.16, 0.13], [-0.05, 0.81, -0.53], [0.20, -0.49, -0.20], [0.39, 0.02, 1.03], [0.87, -0.26, 0.45], [-0.65, 1.59, 0.35], [1.18, -1.17, -0.01], [1.01, -0.71, -0.76], [-0.61, -0.60, 0.38], [-0.65, -0.03, 0.20], [0.28, 0.80, 0.16], [-1.45, -0.10, 0.27], [0.50, -0.33, 0.29], [0.36, 0.07, 0.18], [0.19, 0.29, -0.71], [0.24, 0.35, -0.40], [-0.94, 0.06, 0.59], [1.09, -1.80, 2.87], [0.56, -0.70, -1.55], [0.16, -0.51, -0.49], [0.66, 0.44, 0.03], [-0.19, 0.99, 0.15], [-0.26, 2.26, 0.13], [-0.57, 0.07, 0.27], [-0.61, -0.59, -0.95], [-4.61, 2.11, -3.74], [4.39, -2.35, 3.51], [1.95, 5.16, 2.30], [0.15, -4.13, -1.01], [0.20, -2.90, -0.16], [-1.11, 0.63, -1.20], [0.13, 0.58, -0.06], [-0.57, 0.97, 0.44], [-3.54, -6.02, -3.85], [2.46, 4.85, 3.16], [-2.46, -0.75, 3.61], [0.52, 1.68, -3.99], [1.19, 1.21, -1.18], [-0.23, 0.14, -0.36], [0.13, -0.05, 0.80], [-0.35, -0.48, 0.38], [4.63, 1.48, 6.58], [-3.60, -1.19, -4.17], [-2.93, -1.66, 0.76], [2.71, 4.22, -4.61], [-0.32, -0.14, -0.12], [0.51, -0.50, 1.16], [-0.83, -0.94, 0.79], [-0.46, -0.22, 0.37], [7.16, -6.04, 0.28], [-5.11, 3.57, -0.07], [-2.57, -0.14, 0.30], [0.83, 4.26, -1.49], [0.54, -0.92, 0.14], [0.76, -0.90, 0.35], [-1.44, -1.04, 0.17], [1.26, -0.33, 0.09], [-2.00, 5.13, 3.55], [1.86, -3.37, -4.01], [0.89, -3.56, 1.06], [0.66, 2.43, -3.35], [0.26, -0.45, -0.37], [-1.00, 0.51, 1.22], [0.52, -1.91, 0.61], [-0.98, 0.69, 1.69], [-4.89, -1.96, 3.93], [4.10, 2.55, -5.01], [-3.61, 4.62, 0.89], [3.87, -1.43, -0.98], [0.89, -0.33, -1.49], [-0.42, -0.81, 0.99], [1.26, -0.67, 0.45], [-0.98, -0.77, 1.25], [-5.95, -4.55, 0.19], [2.76, 2.50, 0.27], [1.95, 0.95, -5.90], [-1.17, 0.46, 5.39], [0.81, -0.68, 1.18], [0.24, 0.88, 0.48], [1.65, -0.07, -1.94], [-0.46, -0.05, -0.56]],
  "de_lowest_kj_mol": 915.3,
  "multiplicity": 1
}

***

Number 1: DFT total energy -4704.46631 Ha. Number 2: DFT total energy -307.19125 Ha. Number 3: DFT total energy -2661.99607 Ha.